# 1
The following is a quantum chemistry calculation of an isolated molecule of C5H7ClN2 in a non-equilibrium geometry, from the OMol25 dataset.

Positions of all 15 atoms, in Å:
C  0.961  1.410  -1.442
C  0.625  0.007  -1.028
Cl  2.230  -0.838  -0.667
N  -0.273  -0.259  0.060
C  -0.387  0.248  1.284
C  -1.168  -0.415  2.117
N  -1.610  -1.591  1.564
C  -1.315  -1.644  0.368
H  1.450  1.312  -2.456
H  0.126  2.043  -1.393
H  1.816  1.920  -0.894
H  0.168  -0.458  -1.918
H  0.187  1.099  1.568
H  -1.506  -0.201  3.030
H  -1.303  -2.633  -0.193

Values from the calculation:
- 2S+1: 1
- ΔE to the lowest compared entry with this formula, charge and spin: 55.17 kcal/mol
- HOMO-LUMO gap: 9.38 eV
- SMILES string: C[C@@H](Cl)n1ccnc1



# 2
The following is a quantum chemistry calculation of a structure of composition C12H16Cl3N3OW in a non-equilibrium geometry, from the OMol25 dataset.

Positions of all 36 atoms, in Å:
C  -0.495  0.920  -1.265
C  -1.335  -0.234  -1.141
C  -0.516  -1.374  -0.925
C  -2.798  -0.267  -1.448
C  0.857  -0.949  -0.977
C  0.883  0.483  -1.182
C  2.065  1.287  -1.582
C  -0.977  2.271  -1.667
C  -1.006  -2.788  -0.873
C  2.029  -1.872  -1.077
W  -0.171  0.064  0.812
Cl  -2.349  -0.139  1.704
Cl  -0.127  2.360  1.180
Cl  0.511  -2.035  1.800
H  -3.293  0.662  -1.166
H  -3.299  -1.091  -0.930
H  -2.988  -0.416  -2.523
H  -1.891  -2.869  -0.225
H  -0.257  -3.469  -0.484
H  -1.316  -3.161  -1.862
H  1.820  -2.843  -0.605
H  2.916  -1.458  -0.603
H  2.283  -2.098  -2.120
H  2.954  0.961  -1.036
H  1.958  2.350  -1.328
H  2.280  1.169  -2.652
H  -1.898  2.528  -1.122
H  -1.230  2.303  -2.734
H  -0.248  3.044  -1.464
O  2.285  2.660  0.535
H  2.682  3.534  0.766
N  0.104  0.361  2.925
C  0.146  0.385  4.103
N  0.248  0.585  5.334
C  0.120  -0.159  6.396
N  0.051  -0.705  7.437

Values from the calculation:
- 2S+1: 3
- HOMO-LUMO gap (spin up / spin down): 5.01 / 5.01 eV
- Net charge: -2
- ⟨S²⟩: 2.013



# 3
The following is a quantum chemistry calculation of an isolated molecule of C23H32N4O, from the OMol25 dataset.

Positions of all 60 atoms, in Å:
O  1.179  -1.774  3.297
C  0.957  -0.966  2.424
N  1.472  -1.051  1.158
C  2.394  -2.004  0.741
C  3.435  -2.585  1.436
C  4.035  -3.439  0.504
N  3.419  -3.386  -0.658
N  2.416  -2.514  -0.519
C  1.488  -2.352  -1.615
C  1.437  -0.927  -2.171
C  0.445  -0.889  -3.348
N  -0.876  -1.359  -3.021
C  -1.881  -0.420  -2.586
C  -1.757  0.218  -1.183
C  -1.050  1.576  -1.180
C  -1.979  2.729  -1.554
C  -1.212  4.047  -1.743
C  -2.225  5.124  -1.375
C  -2.910  4.528  -0.148
C  -3.039  3.034  -0.471
C  -0.860  -2.675  -2.431
C  0.087  -2.832  -1.229
C  0.070  0.222  2.605
C  0.453  1.483  2.158
C  -0.373  2.574  2.372
C  -1.590  2.410  3.013
C  -1.971  1.156  3.463
C  -1.139  0.068  3.273
H  1.156  -0.379  0.474
H  3.698  -2.418  2.458
H  4.886  -4.077  0.636
H  1.882  -3.011  -2.398
H  1.109  -0.219  -1.410
H  2.429  -0.626  -2.512
H  0.371  0.126  -3.744
H  0.838  -1.535  -4.144
H  -2.834  -0.955  -2.641
H  -1.915  0.378  -3.334
H  -1.240  -0.473  -0.517
H  -2.759  0.351  -0.773
H  -0.214  1.562  -1.883
H  -0.647  1.773  -0.183
H  -2.486  2.480  -2.491
H  -0.825  4.157  -2.755
H  -0.370  4.084  -1.049
H  -1.761  6.088  -1.172
H  -2.946  5.250  -2.184
H  -2.273  4.668  0.726
H  -3.874  4.991  0.058
H  -4.038  2.812  -0.846
H  -2.875  2.429  0.421
H  -1.876  -2.943  -2.139
H  -0.534  -3.377  -3.210
H  -0.283  -2.268  -0.373
H  0.130  -3.883  -0.938
H  1.410  1.620  1.673
H  -0.065  3.553  2.035
H  -2.236  3.261  3.169
H  -2.916  1.030  3.971
H  -1.414  -0.911  3.635

Values from the calculation:
- 2S+1: 1
- ΔE to the lowest compared entry with this formula, charge and spin: 37.60 kcal/mol
- HOMO-LUMO gap: 8.93 eV
- SMILES string: O=C(Nc1ccnn1C1CCN(CCCC2CCCC2)CC1)c1ccccc1



# 4
The following is a quantum chemistry calculation of a structure of composition C4H5AuO3 in a non-equilibrium geometry, from the OMol25 dataset.

Positions of all 13 atoms, in Å:
O  -1.436  0.789  -0.378
C  -0.193  0.362  -0.007
O  0.692  1.321  -0.098
Au  2.178  0.379  0.272
O  0.011  -0.496  1.269
C  0.251  -1.077  -0.068
H  -0.506  -1.834  -0.303
C  -2.525  -0.112  -0.337
H  -2.504  -0.802  -1.194
H  -2.531  -0.689  0.599
H  -3.433  0.498  -0.387
C  1.648  -1.317  -0.493
H  1.773  -2.151  -1.196

Values from the calculation:
- 2S+1: 4
- ΔE to the lowest compared entry with this formula, charge and spin: 0.00 kcal/mol
- HOMO-LUMO gap (spin up / spin down): 8.61 / 6.47 eV
- Net charge: +1
- ⟨S²⟩: 3.769



# 5
The following is a quantum chemistry calculation of a structure of composition C20H8Cl6N2O8Pd, from the OMol25 dataset.

Positions of all 45 atoms, in Å:
Pd  -0.013  -0.562  -0.921
O  -2.075  3.205  0.794
C  -1.467  2.177  0.933
O  -1.851  1.027  0.321
C  -0.263  2.086  1.824
C  -0.158  3.143  2.692
C  0.922  3.260  3.564
C  1.944  2.333  3.546
C  1.870  1.271  2.677
C  0.743  1.030  1.784
O  0.647  -0.001  1.097
N  3.018  0.351  2.726
O  3.925  0.615  3.511
O  3.044  -0.613  1.990
N  0.989  4.372  4.491
O  1.969  4.467  5.219
O  0.047  5.150  4.534
H  -0.932  3.896  2.685
H  2.795  2.433  4.199
Cl  -6.565  0.996  -1.731
C  -4.846  1.233  -1.820
C  -4.043  1.054  -0.693
Cl  -4.737  0.615  0.836
C  -2.690  1.240  -0.777
Cl  -1.286  -1.923  -2.378
C  -1.995  1.615  -1.965
O  -0.745  1.738  -1.960
C  -2.857  1.806  -3.089
Cl  -2.096  2.278  -4.574
C  -4.225  1.614  -3.009
Cl  -5.207  1.853  -4.428
Cl  2.010  -7.389  -2.050
C  1.898  -5.648  -1.819
C  1.894  -5.136  -0.534
C  1.818  -3.762  -0.364
C  1.748  -2.896  -1.455
C  1.697  -1.426  -1.235
C  1.741  -3.451  -2.733
C  1.818  -4.821  -2.925
H  1.949  -5.801  0.318
H  1.808  -3.345  0.637
H  2.087  -0.876  -2.097
H  2.221  -1.169  -0.312
H  1.646  -2.797  -3.591
H  1.802  -5.246  -3.920

Values from the calculation:
- 2S+1: 1
- ΔE to the lowest compared entry with this formula, charge and spin: 0.00 kcal/mol
- HOMO-LUMO gap: 6.21 eV
- Net charge: -2



# 6
The following is a quantum chemistry calculation of a cluster of 3 separate species, C26H59BNO13S3 in total in a non-equilibrium geometry, from the OMol25 dataset.

Positions of all 103 atoms, in Å:
C  -2.464  0.681  -2.783
C  -1.278  0.148  -1.955
B  -1.250  0.718  -0.493
O  -1.499  2.069  -0.310
C  -0.960  -0.292  0.702
C  -2.263  -1.156  0.680
C  -2.320  -1.991  1.988
O  -1.871  -3.290  1.737
C  -3.768  -1.924  2.503
C  -3.975  -2.520  3.908
C  -4.732  -2.647  1.528
C  -5.418  -1.745  0.485
N  -1.222  -1.281  2.753
O  -1.108  -1.451  4.144
C  -0.846  -2.816  4.513
C  0.602  -3.294  4.389
C  1.655  -2.257  4.787
O  0.826  -3.834  3.094
C  -0.969  0.144  2.186
C  -1.985  1.216  2.572
C  -2.829  1.024  3.851
C  -2.415  1.805  5.101
S  -2.362  3.587  4.943
O  -3.290  4.121  5.882
O  -1.010  4.054  4.983
O  -2.954  3.835  3.485
C  0.480  0.527  2.604
C  0.638  1.055  4.034
C  1.040  1.625  1.657
C  1.872  1.107  0.482
H  -2.232  1.676  -3.159
H  -3.393  0.731  -2.212
H  -2.648  0.067  -3.661
H  -1.260  -0.942  -1.978
H  -0.349  0.496  -2.418
H  -2.391  2.291  -0.581
H  -0.100  -0.926  0.487
H  -3.057  -0.408  0.761
H  -2.506  -1.676  -0.241
H  -2.190  -3.562  0.876
H  -4.118  -0.895  2.549
H  -3.822  -3.599  3.878
H  -3.335  -2.077  4.664
H  -5.013  -2.360  4.191
H  -4.266  -3.512  1.063
H  -5.526  -3.047  2.155
H  -4.949  -1.819  -0.496
H  -5.325  -0.695  0.772
H  -6.480  -1.950  0.411
H  -0.398  -1.758  2.359
H  -1.109  -2.863  5.569
H  -1.494  -3.524  4.002
H  0.665  -4.124  5.096
H  2.161  -1.876  3.901
H  2.426  -2.751  5.376
H  1.258  -1.456  5.399
H  1.550  -3.385  2.656
H  -2.676  1.398  1.755
H  -1.423  2.140  2.656
H  -2.934  -0.011  4.154
H  -3.841  1.363  3.627
H  -1.495  1.458  5.560
H  -3.205  1.675  5.839
H  -2.338  4.420  3.020
H  1.141  -0.340  2.503
H  0.139  2.013  4.174
H  0.341  0.355  4.808
H  1.697  1.262  4.189
H  0.219  2.249  1.307
H  1.669  2.288  2.248
H  1.476  0.197  0.050
H  2.921  0.997  0.750
H  1.855  1.847  -0.322
O  2.320  -1.362  -1.949
S  3.140  -0.859  -3.018
O  2.588  0.070  -3.955
O  3.788  -2.074  -3.790
C  2.913  -3.095  -4.329
C  2.169  -2.638  -5.567
C  4.627  -0.186  -2.372
H  2.230  -3.434  -3.548
H  3.575  -3.924  -4.569
H  1.462  -1.842  -5.339
H  1.614  -3.475  -5.991
H  2.864  -2.257  -6.313
H  5.064  -0.896  -1.675
H  4.360  0.738  -1.863
H  5.296  0.022  -3.203
O  4.621  1.535  -5.816
S  3.596  2.370  -6.368
O  2.932  1.986  -7.574
O  4.174  3.842  -6.529
C  5.393  4.009  -7.291
C  5.184  3.865  -8.784
C  2.388  2.753  -5.148
H  6.145  3.310  -6.922
H  5.732  5.014  -7.051
H  4.894  2.851  -9.051
H  6.108  4.106  -9.309
H  4.396  4.535  -9.127
H  2.895  3.066  -4.240
H  1.820  1.848  -4.971
H  1.741  3.540  -5.527

Values from the calculation:
- 2S+1: 1
- HOMO-LUMO gap: 9.96 eV
- Net charge: +1



# 7
The following is a quantum chemistry calculation of a structure of composition C16H32MnN5O5PS in a non-equilibrium geometry, from the OMol25 dataset.

Positions of all 61 atoms, in Å:
Mn  -0.220  0.241  -0.416
C  2.569  4.092  -3.584
N  2.005  3.000  -2.787
C  2.799  1.974  -2.128
C  1.703  1.150  -1.531
O  1.740  0.108  -0.831
N  0.496  1.665  -1.798
C  0.718  2.787  -2.565
N  -0.248  3.550  -3.037
H  3.653  4.033  -3.542
H  2.267  5.059  -3.182
H  2.265  4.009  -4.628
H  3.452  2.390  -1.357
H  3.416  1.406  -2.828
H  -1.209  3.287  -2.915
H  -0.049  4.336  -3.639
C  -1.382  -3.563  -0.917
P  -0.513  -2.498  -2.064
C  1.232  -2.869  -2.009
C  -1.136  -2.769  -3.711
O  -0.767  -0.992  -1.703
H  -1.011  -4.586  -1.010
H  -2.447  -3.564  -1.147
H  -1.216  -3.212  0.100
H  1.388  -3.922  -2.250
H  1.618  -2.666  -1.010
H  1.763  -2.259  -2.739
H  -1.007  -3.822  -3.971
H  -0.587  -2.157  -4.426
H  -2.196  -2.522  -3.753
N  -6.039  0.582  -0.458
C  -4.732  1.086  0.097
C  -3.512  0.421  -0.563
N  -2.259  0.936  0.030
H  -6.829  1.041  0.010
H  -6.160  -0.426  -0.319
H  -6.139  0.773  -1.459
H  -4.743  0.890  1.168
H  -4.718  2.164  -0.056
H  -3.498  0.606  -1.637
H  -3.536  -0.659  -0.409
H  -2.287  0.782  1.041
H  -2.218  1.949  -0.075
C  4.145  -1.379  6.087
C  3.125  -1.025  5.117
C  1.801  -0.639  5.546
C  0.842  -0.306  4.628
C  1.184  -0.348  3.265
C  2.465  -0.713  2.791
C  3.422  -1.044  3.703
S  -0.089  0.068  2.099
O  -1.289  0.351  2.818
O  0.332  1.195  1.185
O  -0.237  -1.030  1.083
H  3.735  -1.671  7.054
H  4.774  -0.485  6.293
H  4.854  -2.114  5.694
H  1.570  -0.620  6.604
H  -0.156  -0.021  4.934
H  2.677  -0.726  1.729
H  4.416  -1.325  3.378

Values from the calculation:
- 2S+1: 4
- ΔE to the lowest compared entry with this formula, charge and spin: 2.89 kcal/mol
- HOMO-LUMO gap (spin up / spin down): 8.74 / 5.78 eV
- Net charge: +4
- ⟨S²⟩: 3.793



# 8
The following is a quantum chemistry calculation of a structure of composition C23H29ClGaN7OSSbSe4, from the OMol25 dataset.

Positions of all 68 atoms, in Å:
Ga  -0.795  3.126  -1.740
N  -2.814  4.965  1.437
C  -1.721  4.521  0.775
S  -1.252  2.870  0.923
N  -1.019  5.409  0.094
N  -0.099  4.812  -0.661
C  1.079  5.278  -0.826
C  2.044  4.380  -1.438
C  3.366  4.749  -1.678
C  4.235  3.813  -2.206
C  3.762  2.540  -2.491
C  2.435  2.254  -2.219
N  1.603  3.140  -1.687
H  -3.445  4.255  1.762
H  -3.219  5.827  1.109
H  1.377  6.235  -0.411
H  3.689  5.757  -1.451
H  5.269  4.071  -2.398
H  4.402  1.781  -2.919
H  2.014  1.283  -2.453
Se  -3.208  1.174  -5.480
Sb  -2.771  3.324  -4.458
Se  -0.218  3.573  -4.022
Se  -3.167  3.187  -1.899
Se  -3.706  5.362  -5.345
C  -3.072  -3.338  1.738
C  -2.171  -2.308  1.038
C  -3.055  -1.492  0.075
C  -1.638  -1.338  2.099
C  -1.017  -3.044  0.266
O  -1.493  -3.586  -0.958
C  -0.413  -4.263  1.014
C  0.311  -4.115  2.362
C  1.610  -3.348  2.321
C  2.646  -3.750  1.481
C  3.846  -3.060  1.435
C  4.023  -1.951  2.247
Cl  5.525  -1.083  2.200
C  3.016  -1.535  3.100
C  1.821  -2.239  3.133
C  0.145  -2.104  -0.126
N  -0.200  -1.004  -1.000
C  -0.172  0.295  -0.697
N  -0.552  0.992  -1.746
C  -0.764  0.056  -2.717
N  -0.555  -1.165  -2.294
H  -3.935  -2.827  2.166
H  -2.555  -3.851  2.551
H  -3.455  -4.090  1.042
H  -3.930  -1.126  0.616
H  -3.403  -2.077  -0.773
H  -2.539  -0.618  -0.318
H  -2.480  -0.937  2.667
H  -1.127  -0.485  1.650
H  -0.958  -1.818  2.802
H  -2.342  -4.016  -0.812
H  0.270  -4.726  0.297
H  -1.225  -4.978  1.152
H  0.535  -5.130  2.706
H  -0.350  -3.677  3.109
H  2.517  -4.619  0.846
H  4.641  -3.378  0.775
H  3.163  -0.669  3.731
H  1.037  -1.908  3.804
H  0.907  -2.705  -0.624
H  0.575  -1.666  0.770
H  0.088  0.708  0.265
H  -1.116  0.286  -3.715

Values from the calculation:
- 2S+1: 1
- ΔE to the lowest compared entry with this formula, charge and spin: 1.41 kcal/mol
- HOMO-LUMO gap: 5.65 eV
- Net charge: -1



# 9
The following is a quantum chemistry calculation of an isolated molecule of C5H11NO2S in a non-equilibrium geometry, from the OMol25 dataset.

Positions of all 20 atoms, in Å:
C  -0.938  -0.581  0.437
C  0.297  0.251  0.458
C  0.689  0.763  -0.962
C  1.436  2.096  -0.877
C  0.450  0.052  -2.094
N  1.368  -0.674  1.056
O  -1.393  -2.530  2.007
O  -3.247  -1.052  1.182
S  -1.819  -1.192  2.032
H  -1.808  -0.130  -0.119
H  -0.687  -1.487  0.005
H  0.294  1.163  1.200
H  1.942  2.253  0.053
H  0.921  2.977  -1.055
H  2.239  2.069  -1.687
H  0.111  -1.052  -2.105
H  0.828  0.402  -2.981
H  -4.018  -1.049  1.834
H  2.249  -0.564  0.684
H  1.087  -1.716  0.933

Values from the calculation:
- 2S+1: 1
- ΔE to the lowest compared entry with this formula, charge and spin: 78.01 kcal/mol
- HOMO-LUMO gap: 9.63 eV



| no. | total energy (eV) |
| --- | --- |
| 1 | -20798.875 |
| 2 | -58615.639 |
| 3 | -32378.692 |
| 4 | -14046.222 |
| 5 | -118842.909 |
| 6 | -89200.809 |
| 7 | -86207.599 |
| 8 | -380462.602 |
| 9 | -21780.900 |